Entry 1:
This record from the OMol25 dataset describes C7H14O3 as an isolated structure. The level of theory is ωB97M-V/def2-TZVPD.

Cartesian coordinates (Å):
C  -2.198  -0.161  0.027
C  -0.931  -0.808  -0.360
C  0.011  -1.208  0.752
C  1.008  0.052  1.205
C  1.685  0.687  0.039
C  0.529  1.117  -0.932
C  -0.098  -0.289  -1.535
H  -2.491  -1.142  0.733
H  -2.070  0.800  0.598
H  -2.719  0.154  -1.016
H  -1.408  -1.793  -0.711
H  -0.658  -1.433  1.640
H  0.609  -2.110  0.293
H  0.347  0.822  1.412
H  0.874  -0.054  3.145
H  2.246  0.022  -0.756
H  2.300  1.979  1.617
H  0.815  1.635  -1.798
H  -0.287  1.629  -0.297
H  0.781  -1.129  -1.405
H  -1.706  -0.523  -2.588
O  1.665  -0.245  2.313
O  2.412  1.894  0.379
O  -0.714  0.103  -2.752

Computed properties:
HOMO energy, eV: -9.476
Energy above the lowest of the compared OMol25 structures with the same formula, charge and spin, kJ/mol: 695.0

Entry 2:
This record from the OMol25 dataset describes Cl4NOP as an isolated structure. The level of theory is ωB97M-V/def2-TZVPD.

Cartesian coordinates (Å):
N  0.020  -0.501  0.515
O  -1.564  1.321  -0.532
P  1.303  -0.087  -0.640
Cl  -1.161  0.714  0.753
Cl  -0.537  -2.110  0.038
Cl  1.504  1.848  -0.053
Cl  2.718  -1.052  0.415

Computed properties:
HOMO energy, eV: -9.881
Energy above the lowest of the compared OMol25 structures with the same formula, charge and spin, kJ/mol: 353.8

Entry 3:
This record from the OMol25 dataset describes C28H66AsF15N4O10 as an isolated structure. The level of theory is ωB97M-V/def2-TZVPD.

Cartesian coordinates (Å):
C  3.628  -5.357  -1.215
C  2.878  -4.084  -1.545
C  1.748  -4.187  -2.543
O  1.180  -2.882  -2.564
C  0.458  -2.582  -3.747
N  2.364  -3.446  -0.249
H  2.043  -2.483  -0.383
H  1.740  -4.107  0.251
H  3.145  -3.383  0.402
H  3.004  -6.159  -0.817
H  4.420  -5.106  -0.510
H  4.044  -5.799  -2.120
H  3.561  -3.286  -1.840
H  1.014  -4.929  -2.222
H  2.175  -4.347  -3.537
H  -0.231  -1.748  -3.650
H  -0.020  -3.460  -4.194
H  1.205  -2.302  -4.502
C  -3.096  -3.821  2.040
C  -2.479  -2.421  1.874
C  -2.725  -1.464  3.020
O  -2.645  -0.141  2.518
C  -1.668  0.690  3.128
N  -0.982  -2.672  1.726
H  -0.417  -1.859  1.454
H  -0.640  -2.835  2.674
H  -0.787  -3.548  1.228
H  -4.144  -3.800  2.341
H  -2.562  -4.321  2.848
H  -3.020  -4.268  1.057
H  -2.669  -2.022  0.878
H  -2.060  -1.586  3.880
H  -3.757  -1.585  3.360
H  -1.696  1.751  2.903
H  -0.696  0.361  2.721
H  -1.511  0.497  4.194
C  2.257  1.169  4.201
C  3.484  0.605  3.481
C  4.833  0.985  3.988
O  5.122  0.463  5.277
C  6.373  0.995  5.694
N  3.310  -0.909  3.723
H  2.412  -1.212  3.321
H  4.038  -1.458  3.268
H  3.381  -1.109  4.720
H  2.393  1.170  5.283
H  1.295  0.732  3.940
H  2.252  2.205  3.848
H  3.365  0.682  2.405
H  4.964  2.070  3.954
H  5.586  0.540  3.325
H  6.648  0.441  6.593
H  6.170  1.993  6.096
H  7.197  1.010  4.983
C  -3.713  3.147  -1.822
C  -4.946  3.442  -2.678
C  -5.827  4.457  -1.910
O  -6.780  4.953  -2.797
C  -7.288  6.231  -2.402
N  -4.550  4.020  -3.998
H  -3.992  3.310  -4.485
H  -5.436  4.107  -4.496
H  -4.056  4.905  -3.906
H  -4.114  2.770  -0.880
H  -3.118  4.032  -1.590
H  -3.043  2.434  -2.298
H  -5.628  2.602  -2.808
H  -5.078  5.225  -1.672
H  -6.167  3.934  -1.014
H  -7.945  6.520  -3.222
H  -6.530  6.999  -2.258
H  -7.972  6.061  -1.568
As  -1.150  2.280  -5.522
F  -1.333  1.630  -7.107
F  -0.506  0.717  -4.999
F  -0.997  2.789  -3.820
F  -1.629  3.901  -5.969
F  -2.834  1.877  -5.088
F  0.478  2.782  -5.795
C  -0.512  -5.912  0.165
O  -1.398  -4.924  -0.375
O  0.367  -5.271  0.951
C  -1.262  -7.051  0.895
F  -1.819  -6.573  2.027
F  -2.232  -7.623  0.192
F  -0.384  -7.977  1.324
C  -1.812  -5.128  -1.725
C  -3.059  -4.275  -1.896
H  -3.591  -4.445  -2.828
H  -3.746  -4.474  -1.063
H  -2.897  -3.220  -1.657
H  -2.007  -6.162  -2.009
H  -1.071  -4.693  -2.403
H  0.073  -6.363  -0.660
C  1.448  -0.023  0.447
O  0.150  -0.246  -0.143
O  1.564  -1.009  1.354
C  2.659  0.293  -0.450
F  2.435  1.379  -1.181
F  3.708  0.564  0.336
F  3.000  -0.716  -1.285
C  -0.316  0.626  -1.161
C  -1.667  0.041  -1.582
H  -2.415  0.205  -0.808
H  -1.928  0.459  -2.556
H  -1.506  -1.019  -1.793
H  0.305  0.793  -2.041
H  -0.499  1.625  -0.741
H  1.143  0.918  0.953
C  4.245  4.619  0.288
O  3.129  5.607  0.446
O  4.889  4.960  -0.753
C  4.995  4.596  1.647
F  6.132  3.878  1.517
F  5.266  5.801  2.154
F  4.291  3.960  2.634
C  2.180  5.456  1.477
C  0.847  5.964  0.912
H  0.861  7.019  0.636
H  0.646  5.382  0.009
H  -0.031  5.839  1.555
H  2.528  6.166  2.237
H  1.946  4.452  1.848
H  3.620  3.694  0.253

Computed properties:
HOMO energy, eV: -5.461

Entry 4:
This record from the OMol25 dataset describes C7H7N3O in the gas phase. The level of theory is ωB97M-V/def2-TZVPD.

Cartesian coordinates (Å):
C  -1.773  -0.041  1.381
C  -1.451  -1.124  0.525
C  -0.884  1.037  1.368
C  0.597  -0.184  -0.155
C  -0.352  -1.190  -0.242
C  0.323  0.941  0.658
C  -0.169  -2.284  -1.339
N  2.382  3.329  -0.911
N  3.161  2.915  -0.060
N  2.236  1.977  -0.482
O  1.111  2.035  0.678
H  -2.675  0.054  1.950
H  -2.174  -1.997  0.343
H  -1.253  1.901  2.004
H  1.242  -0.068  -1.088
H  -0.931  -2.164  -2.008
H  0.739  -1.841  -1.687
H  -0.129  -3.296  -0.936

Computed properties:
HOMO energy, eV: -8.562
Structure (SMILES): Cc1cccc(ON2N=N2)c1
Energy above the lowest of the compared OMol25 structures with the same formula, charge and spin, kJ/mol: 660.2

Question: Which of these has the lowest HOMO energy?
Answer: Cl4NOP

Question: Which of these has the highest HOMO energy?
Answer: C28H66AsF15N4O10

Question: The lowest HOMO energy belongs to which entry?
Answer: Cl4NOP

Repeat the first record exactly.
This record from the OMol25 dataset describes C7H14O3 as an isolated structure. The level of theory is ωB97M-V/def2-TZVPD.

Cartesian coordinates (Å):
C  -2.198  -0.161  0.027
C  -0.931  -0.808  -0.360
C  0.011  -1.208  0.752
C  1.008  0.052  1.205
C  1.685  0.687  0.039
C  0.529  1.117  -0.932
C  -0.098  -0.289  -1.535
H  -2.491  -1.142  0.733
H  -2.070  0.800  0.598
H  -2.719  0.154  -1.016
H  -1.408  -1.793  -0.711
H  -0.658  -1.433  1.640
H  0.609  -2.110  0.293
H  0.347  0.822  1.412
H  0.874  -0.054  3.145
H  2.246  0.022  -0.756
H  2.300  1.979  1.617
H  0.815  1.635  -1.798
H  -0.287  1.629  -0.297
H  0.781  -1.129  -1.405
H  -1.706  -0.523  -2.588
O  1.665  -0.245  2.313
O  2.412  1.894  0.379
O  -0.714  0.103  -2.752

Computed properties:
HOMO energy, eV: -9.476
Energy above the lowest of the compared OMol25 structures with the same formula, charge and spin, kJ/mol: 695.0